[1]
ORCA calculation (the ωB97M-V functional and the def2-TZVPD basis) on a 13-piece molecular cluster, C37H46N15PS2 overall at a distorted geometry.

```
101
Properties=species:S:1:pos:R:3:forces:R:3:mulliken_charge:R:1
C -2.73693 2.85146 2.07411 0.2914 -1.7773 -1.3086 -0.50
N -0.63799 1.55807 2.52302 0.6749 -0.3477 -2.0717 0.64
C 5.69815 3.89198 -1.73219 0.0267 -0.3572 0.3832 -0.60
H 5.62018 -2.46763 -0.51200 -0.0279 0.0779 0.1333 0.29
N -6.21723 -1.87437 4.14653 -0.0386 -0.0264 -0.1168 -0.40
H 8.62218 0.17810 1.14587 0.0468 0.0485 -0.0587 0.02
N 2.77154 4.48982 3.36787 -0.3237 -0.6209 0.0839 -0.79
N -3.58520 -1.86952 -1.92872 -0.3119 -0.2893 0.4618 -0.46
H -5.50689 -1.04308 -5.05193 0.0662 -0.0491 -0.0486 0.24
H -2.42569 3.46885 2.95360 -0.5270 -0.4789 -0.9867 0.31
C -3.84007 -6.79278 0.88195 -0.3191 -0.5716 -0.4199 0.33
S -3.29040 -0.62551 3.79997 2.0527 1.2453 0.4592 -0.18
H 6.38371 4.01053 -2.56657 -0.0712 -0.1045 0.0613 -0.06
H -4.96270 -3.15312 6.75849 -0.0381 0.0377 -0.0464 0.26
C 0.52226 -3.36132 2.72628 0.0719 0.0828 -0.4975 -0.69
C 4.63707 -2.68405 -0.09452 -0.0633 0.1779 0.6098 -0.71
C -5.38092 -2.81941 -6.19441 -0.0250 0.4030 0.6642 0.30
H 1.71055 2.57531 4.63929 -0.2625 0.0725 -0.6232 0.11
H -5.17971 -8.41768 0.67550 0.0445 0.0516 -0.0048 0.27
H 7.94081 4.91959 -6.03529 -0.0111 -0.0500 0.0451 0.27
H -5.30268 0.83462 -9.74704 0.0317 -0.0053 0.0620 0.26
C 9.84790 -1.02678 -0.09229 -0.4621 0.6019 0.1030 0.19
C 7.29620 3.29209 -4.84638 0.5657 0.4496 -0.3161 0.36
P 1.65730 3.36871 3.44515 0.4378 1.1848 -0.6445 0.53
N 6.50758 2.51124 -4.55579 -0.0074 0.0021 -0.0173 -0.37
H -0.48824 -3.03207 2.96936 0.0271 0.0141 -0.0792 0.15
C 0.58513 0.41042 0.54545 0.8049 1.1052 0.6747 0.59
C -4.03773 -2.35503 -0.98599 -0.0738 -0.1361 0.0910 0.48
H 2.36920 5.42445 3.31616 0.1881 -0.3236 -0.0169 0.22
H 8.01708 -0.04521 -0.50542 0.0462 0.0338 0.0330 0.11
N -6.79176 4.79842 1.73753 -0.0273 0.0519 0.0182 -0.45
C -4.62769 -2.98374 0.21856 0.2153 0.3077 -0.4373 -0.56
C -7.42068 4.29079 0.92415 -0.4639 -0.3294 -0.5423 0.44
H -8.12033 4.16932 -1.06899 0.0178 -0.0057 0.0644 0.27
H 9.22779 3.79962 -5.54537 -0.0622 -0.0046 0.0335 0.28
H 0.36400 3.99405 3.42296 0.2923 -0.9562 0.0534 -0.01
H -5.59435 -2.53013 0.43759 0.0736 0.0360 -0.0146 0.30
C -4.28467 2.20357 0.19270 1.2017 -0.3175 1.0833 -0.27
H 1.79477 -0.49447 -1.10865 0.1339 0.6762 0.7605 0.47
C -2.21755 0.88294 0.57727 0.3758 0.9048 0.9502 1.08
C -6.08849 -2.21412 5.23385 0.0568 -0.2442 0.7552 0.39
H 5.37848 0.86078 4.36492 0.0425 0.0081 -0.0625 0.25
N 4.52656 -1.94562 2.43235 -0.1000 -0.1064 -0.1290 -0.55
H 3.84610 2.54512 1.51028 -0.8689 -0.4863 -0.2804 0.47
C -3.43033 1.07830 -0.19802 0.1298 1.8437 1.8494 -0.63
H -4.42243 -2.27980 -4.38476 -0.0500 0.0389 -0.0159 0.16
C 7.16254 1.39297 3.35466 -0.4773 -0.5070 0.3523 0.37
N -5.38771 -3.36411 -7.20454 0.0050 0.0225 -0.0730 -0.42
C -4.55449 0.29022 -9.17187 -0.0080 0.1407 0.5104 -0.69
C -1.84891 0.11298 3.74571 -0.4532 -1.7549 -0.8406 0.38
H -7.90565 2.60438 -0.25827 -0.0037 0.0528 0.0400 0.27
C 6.25991 0.37533 3.94696 0.4205 0.4173 -0.3241 -0.35
H -9.28425 3.64033 0.16245 0.0646 0.0116 0.0158 0.32
H 1.23959 -2.73391 3.25563 -0.0041 0.0013 -0.0897 0.27
C -8.23377 3.63514 -0.12615 0.3154 0.2517 0.3923 -0.83
N -0.70179 0.45392 3.42119 -2.3699 -0.1661 1.0203 -0.64
N -3.34168 -5.97755 1.51628 0.0039 0.0626 0.0310 -0.35
H 3.87703 -2.15712 -0.67038 -0.0033 -0.0286 0.0865 0.16
H 5.94446 -0.33971 3.18434 0.0292 0.1656 0.1377 -0.08
N 5.92278 1.47624 -0.72858 0.2883 0.0138 -0.0691 -0.46
H -4.61487 3.93014 1.59752 0.7077 -1.1030 -0.4313 0.29
C 5.82471 2.53052 -1.16912 0.0866 0.7574 -0.3440 0.43
H -5.95725 -1.78664 7.30114 0.0038 -0.0197 -0.0685 0.26
H 6.78139 -0.15974 4.74032 0.0064 0.0517 -0.0420 0.34
C -5.92216 -2.65095 6.63884 -0.0553 0.1745 -0.5269 -0.78
N 7.86864 2.17354 2.89630 0.0118 -0.0308 -0.0488 -0.48
C 1.82368 0.21786 -0.25644 -0.4900 2.0998 2.4052 -0.93
C 8.31566 4.29967 -5.22164 -0.3951 -0.3924 0.1308 -0.76
H -4.76438 -4.05070 0.04978 0.0835 0.0599 0.0066 0.09
C 0.74596 -3.25559 1.26747 -0.1145 -0.0589 0.7988 0.39
C 4.56790 -2.26057 1.32862 0.0872 -0.2377 -0.8031 0.46
C -3.95271 3.07163 1.31020 1.2453 -0.9689 -0.1113 -0.45
H 5.93381 4.63221 -0.96732 -0.0517 -0.1073 0.0513 0.36
H 8.54202 4.93426 -4.36500 -0.0188 -0.0447 -0.0268 0.29
H -6.72162 -3.34009 6.90895 0.0295 0.0392 -0.0488 0.31
H 4.45761 -3.75623 -0.16601 -0.0577 0.0616 0.0555 0.34
C 0.55049 1.34216 1.67502 2.3335 0.5245 -0.7056 -0.60
H 4.67932 4.05436 -2.08295 0.0415 -0.0703 0.0113 0.28
H -3.72431 0.42594 -1.04893 0.5609 0.5727 0.8152 0.49
H -3.96598 -2.84120 1.07285 -0.0089 -0.0174 -0.0521 0.18
C -4.48398 -7.84581 0.06248 0.2522 0.3947 0.3183 -0.76
C -1.84937 1.73062 1.72552 -2.8088 1.4553 -1.5322 -0.72
N 10.57225 -1.90430 -0.23969 0.0220 -0.0529 -0.0151 -0.39
C 2.94106 1.95098 1.23949 -0.7894 -0.4808 -0.2284 -0.53
H -3.72578 -8.51794 -0.33775 -0.0155 0.0616 0.0305 0.27
H -5.24366 2.42220 -0.34007 1.0889 -0.3841 0.3564 0.28
H -3.57147 0.46790 -9.60671 -0.0402 0.0061 0.0589 0.26
H 9.38993 1.03700 -0.20267 -0.0200 -0.0469 0.0470 0.28
S -1.02525 -0.45290 0.21330 0.5857 0.9933 -0.1265 -0.06
H -4.77673 -0.77608 -9.21526 0.0096 0.0435 0.0701 0.24
H -5.02839 -7.39029 -0.76412 0.0426 -0.0007 0.0450 0.27
N 0.91757 -3.17368 0.13635 0.1338 0.0074 -0.1204 -0.42
C -5.37206 -2.11299 -4.89219 0.0235 -0.2620 -0.4985 -0.54
N -4.58468 1.09914 -6.67192 -0.0466 -0.0074 0.0873 -0.38
C -4.57142 0.74862 -7.76381 0.0102 -0.2771 -0.7385 0.31
C 8.91107 0.10607 0.09819 0.3601 -0.5624 -0.0979 -0.26
C 1.73216 2.14710 2.04046 -0.4056 -2.1514 -2.1123 0.21
H 3.93044 0.90402 -0.52529 -0.9968 0.2541 1.0295 0.62
C 3.02118 1.02977 0.10989 -3.0310 -0.8351 0.6038 -0.61
H -6.18084 -2.48392 -4.26303 0.0384 -0.0339 -0.0618 0.27
H 0.64765 -4.39548 3.04566 -0.0070 0.0379 -0.0652 0.36
```
Forces are in eV/Å.

Properties
E_LUMO	-0.0056	Eh
E	-3396.2851	Ha


[2]
ORCA calculation (the ωB97M-V functional and the def2-TZVPD basis) on C37H47AsBiF4N6SbSi3 as an isolated structure.

```
100
Properties=species:S:1:pos:R:3:forces:R:3:mulliken_charge:R:1
H 2.74322 -2.77149 2.72954 0.0221 0.0059 -0.0085 0.44
N 2.21108 -2.77176 -0.63601 0.0287 -0.0185 0.0431 -0.18
C -2.82205 -0.00910 3.30180 0.0346 -0.0549 -0.0092 -0.59
C 2.46202 6.04937 -8.75218 0.0696 -0.0024 0.0766 -0.20
H -4.07669 -3.82154 3.60237 0.0093 -0.0129 0.0034 0.32
Si 3.05098 -0.03878 0.59499 0.0409 -0.0968 -0.0964 0.55
C -2.32766 -1.73205 0.67795 0.0373 -0.0137 0.0023 -1.94
N 0.70489 5.69879 -0.82001 0.0457 0.0124 0.0615 -0.48
C 0.87952 -2.43134 -3.03937 0.0365 -0.0436 0.0002 -0.75
H -0.01027 -0.72675 -2.10970 0.0046 -0.0096 -0.0075 0.23
C -1.58083 -2.38014 1.80634 -0.0221 -0.0253 -0.0360 2.48
N -1.84760 -0.74152 -0.11544 -0.0216 -0.0421 0.2520 0.79
H -1.11604 4.50949 4.92422 0.0048 0.0003 0.0118 0.40
C -3.15119 -5.14026 1.01593 0.0095 0.0989 0.0509 -1.25
H -4.93783 -2.37888 3.04147 -0.0196 -0.0105 -0.0107 0.35
H -0.89946 -3.12603 4.91747 -0.0130 0.0203 0.0056 0.39
H -0.63718 -4.13042 -0.74788 0.0006 0.0129 -0.0185 0.19
H -2.08840 -2.21894 5.82438 -0.0254 0.0107 0.0170 0.49
H 2.00081 4.33428 3.47877 -0.0047 -0.0009 -0.0063 0.40
N 1.98429 2.94771 -10.00532 -0.0278 0.0055 -0.0312 -0.39
H 1.51488 -3.60784 3.69432 -0.0031 0.0015 -0.0101 0.57
H -1.90604 4.80570 2.45483 -0.0091 0.0022 0.0021 0.48
F 1.52303 6.51512 -3.77273 0.0127 0.0779 0.0458 -0.29
H -4.36068 -0.29389 -2.30815 -0.0092 0.0091 -0.0051 0.54
F 1.19464 2.30184 -7.17444 -0.0166 -0.1097 -0.0825 -0.28
C -4.39396 -1.65228 -0.61248 0.0277 0.0146 -0.0150 -1.35
C -4.14703 -2.73804 3.70002 0.0378 0.0086 -0.0489 -1.06
H -0.71777 -1.37629 5.12610 0.0138 0.0116 0.0173 0.37
H -4.47115 -2.53362 4.72291 -0.0035 0.0266 0.0199 0.50
Si -2.51598 -1.85977 3.44687 -0.0337 0.0023 0.0202 0.44
F 2.15256 6.87228 -6.30787 0.0251 0.1163 -0.0186 -0.26
Bi -0.21396 0.76818 0.51098 0.0709 -0.0022 0.4197 1.13
H -3.43677 0.33221 4.13742 -0.0008 -0.0089 0.0356 0.63
C 1.34445 -1.76481 -0.78354 0.0235 0.0927 -0.0332 0.31
C -0.37396 -4.70814 0.14317 0.0116 0.0299 0.0198 -0.79
C 1.27930 3.32879 -6.36422 0.0119 0.0890 0.1015 -0.04
C -0.78445 3.47290 4.88501 0.0078 -0.0630 -0.0026 -1.17
Si -1.54339 -4.32330 1.54308 -0.0120 0.0167 -0.0024 0.16
H 1.98791 -4.16675 -3.68343 0.0047 -0.0085 -0.0116 0.47
H 2.79937 0.95799 -1.67622 -0.0161 0.0080 -0.0073 0.06
H -1.60970 2.81551 5.15341 -0.0075 0.0065 -0.0066 0.33
C 1.78055 -3.47172 -2.88310 -0.0507 0.0422 -0.0221 -0.66
C 1.74928 -3.20710 2.71229 -0.0069 0.0165 0.0455 -1.20
H -0.47406 -5.76469 -0.11391 -0.0104 -0.0260 -0.0029 0.55
C 0.66301 -1.56291 -1.98142 -0.0246 -0.0102 0.0037 -0.41
H -4.08380 -2.87693 1.08854 -0.0168 -0.0855 0.0113 0.89
H 4.19241 -2.18506 1.11179 0.0002 -0.0105 -0.0464 0.38
H 3.85550 1.90311 1.85523 0.0201 0.0305 -0.0190 0.57
H 4.26585 -1.07217 2.49988 0.0023 -0.0317 0.0229 0.36
H 2.31478 1.39391 2.52917 0.0248 -0.0034 0.0185 0.24
H -3.44511 -4.89948 -0.00523 -0.0142 0.0313 -0.0287 0.37
C 1.76969 5.68463 -5.91243 -0.0411 -0.0829 0.0786 0.38
H -2.50296 3.17982 2.07314 0.0035 -0.0029 0.0065 0.30
H -0.18475 -4.79533 3.63622 -0.0164 -0.0363 -0.0131 0.27
H -1.32141 3.98157 1.01116 0.0171 -0.0171 -0.0071 0.26
H 1.68877 -3.95961 1.93524 -0.0053 0.0014 0.0392 0.29
C -3.83004 -0.69944 -1.46010 -0.0099 -0.0143 0.0089 -1.13
H -1.90750 -5.09511 3.86725 -0.0081 -0.0016 0.0201 0.31
N 2.84224 7.01702 -9.23964 -0.0330 0.0182 -0.0395 -0.36
H -0.93179 -6.22088 2.94189 -0.0076 -0.0258 -0.0263 0.46
F 0.57481 1.96619 -4.63079 -0.0193 -0.0965 -0.0153 -0.21
H -5.40598 -2.00072 -0.76947 -0.0093 -0.0091 -0.0013 0.52
C 4.30736 -1.14544 1.41114 -0.0584 0.0765 0.0542 -1.37
C 2.42188 -3.59290 -1.66112 -0.0086 -0.0529 0.0389 -0.69
C -1.08648 -5.16002 3.15047 0.0536 0.0556 -0.0047 -1.03
C -2.57580 -0.26008 -1.15322 -0.0237 0.0466 -0.0110 -0.13
C 3.56968 0.38854 -1.15019 -0.0090 -0.0158 0.0312 -0.86
H -4.00615 -4.99186 1.67481 -0.0110 0.0199 0.0107 0.33
H 0.67293 -4.51835 0.35968 0.0195 0.0020 -0.0420 0.10
H 0.36018 -2.28762 -3.97787 -0.0030 -0.0035 -0.0118 0.48
As -0.15603 3.05980 3.08719 -0.0778 0.0926 -0.1424 0.46
C 1.12990 4.50783 2.84823 0.0045 -0.0074 0.0570 -1.13
H -2.92774 -6.21107 1.03214 0.0136 -0.0128 0.0047 0.47
C -3.65153 -2.14603 0.43048 0.0355 -0.0530 -0.0355 -0.95
C 1.02995 4.22490 -4.10319 0.0116 -0.0145 0.0144 0.59
C 1.30157 -0.83388 0.39325 -0.1581 -0.0968 0.1050 0.33
H 3.77282 -0.51131 -1.73270 0.0041 -0.0105 -0.0116 0.27
H -3.35690 0.26140 2.38741 -0.0129 -0.0021 -0.0171 0.32
H 2.37380 2.34866 1.03869 -0.0131 0.0457 -0.0070 0.08
C 0.74641 5.01868 -1.74500 -0.0778 0.0445 -0.0330 -0.45
H 5.30422 -0.81806 1.10823 0.0251 0.0315 0.0085 0.49
H 4.48139 0.98861 -1.13763 0.0243 0.0139 0.0222 0.51
H 3.13777 -4.38920 -1.49154 0.0042 -0.0001 -0.0054 0.53
C 1.44844 5.50118 -4.61586 0.0073 -0.0422 -0.1032 -0.12
C 1.71075 4.61290 -6.89399 0.0053 0.0053 -0.0712 0.05
H 0.67058 5.45780 3.11819 0.0035 0.0050 0.0181 0.44
N 0.07839 1.82172 -1.62889 0.0198 0.2969 -0.4946 -0.41
C 2.03311 4.79691 -8.20670 -0.0838 -0.0055 0.0865 1.36
C -1.43649 -2.17730 4.94905 0.0195 -0.0116 -0.0584 -1.27
C 1.98275 3.75293 -9.18685 0.0433 -0.0444 0.0608 -0.18
C 0.71711 4.02688 -2.77762 0.0045 0.0103 -0.0525 0.75
C -1.62988 3.83354 2.04815 0.0039 0.0223 0.0560 -1.10
C 2.85960 1.53809 1.59348 -0.0302 -0.0537 -0.0208 -0.93
H 1.45191 4.56198 1.80968 -0.0073 -0.0043 -0.0288 0.21
C 0.34295 2.77320 -2.22786 0.1096 -0.2682 0.1454 0.12
C 0.96587 3.16269 -5.06751 0.0253 0.0518 -0.0669 0.34
H -1.88259 0.55269 3.34805 -0.0064 0.0133 -0.0157 -0.42
H -2.10545 0.51609 -1.74417 0.0046 0.0215 -0.0093 0.30
Sb 0.44446 -1.56971 2.32789 -0.0015 0.0058 -0.2347 -0.09
H 0.02681 3.32429 5.59562 -0.0007 -0.0048 -0.0072 0.39
```
Forces are in eV/Å.

Properties
charge	+2
E_LUMO	-0.2921	Eh
E	-5724.6066	Ha